(1)
{
  "formula": "C12H33AgBr2N3O3",
  "method": "ωB97M-V/def2-TZVPD",
  "multiplicity": 2,
  "e_above_lowest_ev": 0.000,
  "homo_lumo_gap_ev": [8.8694, 6.8536],
  "s_squared": 0.755,
  "elements": ["Ag", "Br", "Br", "C", "C", "C", "O", "C", "N", "H", "H", "H", "H", "H", "H", "H", "H", "H", "H", "H", "C", "C", "C", "O", "C", "N", "H", "H", "H", "H", "H", "H", "H", "H", "H", "H", "H", "C", "C", "C", "O", "C", "N", "H", "H", "H", "H", "H", "H", "H", "H", "H", "H", "H"],
  "xyz": [[0.49300, -0.75816, -1.11836], [-1.44381, 0.40310, -2.12184], [2.56661, -1.58092, 0.28273], [2.21756, 2.40850, 0.32999], [1.28205, 2.41903, -0.86249], [1.15600, 3.65366, -1.71276], [0.71664, 4.79676, -1.08799], [1.73330, 5.72133, -0.82519], [1.69730, 1.20285, -1.67718], [3.34863, 2.43862, 0.13505], [2.17293, 1.38461, 0.85920], [1.99088, 3.30244, 0.98657], [0.19653, 2.17844, -0.58703], [0.37887, 3.49306, -2.48728], [2.14524, 3.80364, -2.21464], [2.21129, 6.14738, -1.74763], [2.44375, 5.42082, -0.08582], [1.28758, 6.53514, -0.26031], [1.47103, 1.33765, -2.66963], [2.66893, 1.02181, -1.53393], [-2.44374, 0.76324, 1.54909], [-0.97389, 0.75404, 1.93388], [-0.90542, 0.92230, 3.48526], [-1.52305, -0.21973, 4.02719], [-1.39467, -0.26991, 5.41034], [-0.25212, -0.46144, 1.63215], [-2.73402, 0.54374, 0.50770], [-2.92147, 1.76629, 1.78933], [-2.93644, 0.01858, 2.10414], [-0.46934, 1.59629, 1.40154], [-1.40848, 1.87762, 3.74894], [0.10620, 1.07873, 3.82435], [-0.51507, -0.78457, 5.76479], [-2.16755, -0.91070, 5.72556], [-1.42964, 0.73040, 5.81032], [-0.47035, -1.22516, 2.27572], [0.78190, -0.40241, 1.58281], [-1.05408, -5.10086, -0.56646], [-0.32153, -3.82890, -1.04520], [-0.42204, -3.66763, -2.52092], [0.32874, -2.62193, -2.99420], [0.12166, -2.60249, -4.40260], [-0.79765, -2.54640, -0.44727], [-2.03785, -5.17224, -1.03723], [-1.22711, -5.10542, 0.50205], [-0.55204, -6.03107, -0.80851], [0.70165, -3.79589, -0.68687], [-1.50340, -3.62025, -2.73480], [-0.05681, -4.59981, -3.01168], [0.65794, -3.35031, -4.85420], [0.44643, -1.63613, -4.77900], [-0.92563, -2.74517, -4.65619], [-1.74236, -2.37517, -0.66733], [-0.69308, -2.30742, 0.53585]]
}

---

(2)
{
  "formula": "C31H61F5O15PS2",
  "method": "ωB97M-V/def2-TZVPD",
  "charge": 1,
  "homo_lumo_gap_ev": 7.9859,
  "elements": ["C", "C", "C", "C", "C", "C", "C", "C", "C", "C", "C", "C", "C", "C", "S", "P", "S", "C", "F", "F", "C", "F", "F", "F", "H", "H", "H", "H", "H", "H", "H", "H", "H", "H", "H", "H", "H", "H", "H", "H", "H", "H", "H", "H", "H", "H", "H", "H", "H", "H", "H", "H", "H", "H", "H", "C", "O", "C", "O", "O", "C", "H", "H", "H", "H", "H", "H", "C", "O", "C", "O", "O", "C", "H", "H", "H", "H", "H", "H", "C", "O", "C", "O", "O", "C", "H", "H", "H", "H", "H", "H", "C", "O", "C", "O", "O", "C", "H", "H", "H", "H", "H", "H", "C", "O", "C", "O", "O", "C", "H", "H", "H", "H", "H", "H"],
  "xyz": [[-2.95525, -3.54472, 1.24835], [-3.24509, -4.33874, -0.06121], [-2.67571, -3.56425, -1.26711], [-3.73610, -2.66031, -1.95500], [-3.35300, -1.17287, -1.88280], [-2.15716, -0.81850, -2.78917], [-2.41621, 0.37396, -3.73056], [-3.10862, 1.56266, -3.02219], [-2.28887, 2.85343, -3.20412], [-0.95871, 2.73226, -2.45430], [-1.16778, 3.08335, -0.97891], [-0.03054, 2.63017, -0.04178], [1.37467, 2.60270, -0.67302], [1.72521, 1.14485, -1.17511], [2.87750, 0.40409, 0.04214], [1.60820, -0.40259, 1.63542], [2.53733, -1.19318, 3.10973], [3.76634, -0.93819, -0.87908], [3.62960, -0.78837, -2.16552], [5.03839, -0.81182, -0.63425], [3.36161, -2.40738, -0.54374], [3.89099, -3.15611, -1.47735], [2.07003, -2.58825, -0.57966], [3.89217, -2.77187, 0.57393], [-3.86341, -3.31916, 1.80338], [-2.24587, -4.06539, 1.89075], [-2.51431, -2.57502, 1.00857], [-4.31085, -4.50584, -0.17369], [-2.72710, -5.29442, 0.01043], [-1.81219, -2.96168, -0.97979], [-2.31703, -4.26634, -2.02323], [-3.80708, -2.94440, -3.00535], [-4.71162, -2.76731, -1.48393], [-4.24579, -0.59245, -2.11705], [-3.09799, -0.96386, -0.83786], [-1.24111, -0.64853, -2.21459], [-1.98195, -1.68440, -3.43465], [-2.96577, 0.06069, -4.61563], [-1.44865, 0.71917, -4.10654], [-3.19572, 1.40618, -1.94663], [-4.09419, 1.67378, -3.46692], [-2.15684, 3.02980, -4.27232], [-2.84666, 3.69673, -2.79105], [-0.50567, 1.74813, -2.60408], [-0.28179, 3.45950, -2.90928], [-2.11736, 2.69152, -0.61726], [-1.24285, 4.16879, -0.90766], [0.02333, 3.29955, 0.81825], [-0.30169, 1.65093, 0.36786], [1.48047, 3.23399, -1.54786], [2.11276, 2.87039, 0.08545], [2.20787, 1.23860, -2.14387], [0.82720, 0.54370, -1.28423], [0.90719, 0.73126, 2.11088], [0.63718, -1.22308, 1.01501], [2.84418, -1.71258, 10.07954], [3.15467, -2.64467, 9.03972], [2.47677, -2.45745, 7.91102], [1.65703, -1.59785, 7.70581], [2.86319, -3.39118, 7.03293], [2.20740, -3.30585, 5.77316], [3.45981, -1.97491, 10.93517], [3.08340, -0.69693, 9.76899], [1.79551, -1.78736, 10.36163], [2.41665, -2.34730, 5.29605], [1.13246, -3.44317, 5.88614], [2.59942, -4.10535, 5.14889], [7.70409, -0.41309, -1.75061], [8.32845, 0.80302, -2.15462], [9.23837, 1.26424, -1.28667], [9.53922, 0.74475, -0.24311], [9.74459, 2.39272, -1.77941], [10.73963, 3.00475, -0.95311], [6.99188, -0.68318, -2.52712], [8.43893, -1.21112, -1.65546], [7.17411, -0.27452, -0.81454], [11.59287, 2.34141, -0.82453], [10.32104, 3.27804, 0.01402], [11.06647, 3.90578, -1.46438], [-8.08929, -1.56384, -6.56977], [-7.19818, -1.97054, -7.60982], [-5.91609, -2.01947, -7.25132], [-5.47458, -1.75621, -6.15989], [-5.20454, -2.41097, -8.30991], [-3.80063, -2.51083, -8.07472], [-9.09089, -1.56628, -6.99056], [-8.05347, -2.26438, -5.73698], [-7.85039, -0.55699, -6.23075], [-3.59147, -3.24982, -7.30241], [-3.38721, -1.54207, -7.79676], [-3.34455, -2.83501, -9.00613], [-7.01334, 0.77827, 1.12550], [-5.86099, 1.14091, 1.89326], [-4.90676, 0.21576, 1.92276], [-4.93428, -0.85624, 1.37437], [-3.89535, 0.68359, 2.66935], [-2.80151, -0.21780, 2.78371], [-7.70812, 1.61122, 1.18311], [-6.74384, 0.61251, 0.08360], [-7.48813, -0.10831, 1.54158], [-2.37260, -0.42397, 1.80012], [-3.10878, -1.14364, 3.26750], [-2.04805, 0.26413, 3.40440], [4.44945, 2.67374, 3.87110], [3.77918, 3.66220, 4.64575], [2.79416, 4.27721, 3.98993], [2.45323, 4.04449, 2.85014], [2.25097, 5.17652, 4.79940], [1.16906, 5.92077, 4.23140], [5.22208, 2.23128, 4.49356], [3.75255, 1.89324, 3.57133], [4.92119, 3.12214, 2.99715], [0.34919, 5.25840, 3.95773], [1.50625, 6.48888, 3.36616], [0.82407, 6.61177, 4.99478]]
}

---

(3)
{
  "formula": "C5H7NO3",
  "method": "ωB97M-V/def2-TZVPD",
  "smiles": "CCC(=O)O.N=C=C=O",
  "e_above_lowest_ev": 5.056,
  "homo_lumo_gap_ev": [7.0172, 7.0552],
  "elements": ["C", "C", "C", "O", "O", "H", "H", "H", "H", "H", "H", "N", "C", "C", "O", "H"],
  "xyz": [[2.34288, -0.15955, 0.51209], [1.19677, -0.05183, -0.48642], [-0.17615, 0.66490, 0.12405], [-0.42193, 1.80327, -0.19231], [-0.48125, 0.21278, 1.36769], [2.12285, -0.89769, 1.28431], [3.26834, -0.44436, 0.01160], [2.52276, 0.80388, 0.98767], [0.97852, -1.01172, -0.95566], [1.46803, 0.64990, -1.27346], [-0.06068, -0.63155, 1.57453], [-3.02103, 1.01128, -1.03246], [-2.51880, -0.02499, -0.56845], [-2.34882, -1.32491, -0.33359], [-2.52497, -2.37050, 0.15420], [-2.34653, 1.77108, -1.17378]]
}

---

(4)
{
  "formula": "C3H13N2OS2",
  "method": "ωB97M-V/def2-TZVPD",
  "charge": 1,
  "e_above_lowest_ev": 1.007,
  "homo_lumo_gap_ev": 9.6548,
  "elements": ["S", "S", "C", "C", "C", "N", "N", "H", "H", "H", "H", "H", "H", "H", "H", "H", "H", "H", "H", "H", "O"],
  "xyz": [[-3.83984, -0.36748, 0.91520], [-2.53115, 1.15139, 0.38338], [-1.38904, 0.17180, -0.74652], [-0.01616, 0.81648, -0.71950], [0.82611, -0.19311, -1.68257], [2.04595, -0.61938, -1.07949], [0.51877, 0.67031, 0.64982], [-4.52039, -0.41942, -0.25394], [-1.90896, -0.04039, -1.68001], [-1.30991, -0.82298, -0.32710], [0.01978, 1.86776, -1.00643], [0.84702, 0.26028, -2.67555], [0.19954, -1.05754, -1.91137], [2.89268, -0.12756, -1.32990], [2.15738, -1.61380, -1.14644], [0.87466, -0.26249, 0.86896], [-0.30713, 0.75970, 1.26963], [1.34722, 1.23918, 0.80056], [0.85746, -0.44296, 3.80814], [1.93865, -0.83843, 2.84550], [1.29737, -0.13137, 3.01763]]
}

---

(5)
{
  "formula": "H2NO5PS",
  "method": "ωB97M-V/def2-TZVPD",
  "charge": -2,
  "multiplicity": 3,
  "e_above_lowest_ev": 0.643,
  "homo_lumo_gap_ev": [4.6888, 5.0397],
  "s_squared": 2.010,
  "elements": ["N", "O", "O", "O", "O", "O", "P", "S", "H", "H"],
  "xyz": [[4.06795, 0.41166, 0.52197], [-0.29638, 0.85381, -1.68946], [-3.17382, 0.48949, 0.29448], [-0.40808, 1.56357, 0.79778], [-2.26754, -1.74942, 0.93636], [-2.58635, -1.25655, -1.39174], [-0.40412, 0.48069, -0.24038], [-2.39408, -0.70366, -0.07626], [4.33383, -0.56989, 0.05776], [3.12859, 0.48029, 0.78950]]
}

---

(6)
{
  "formula": "C27H30N2O7",
  "method": "ωB97M-V/def2-TZVPD",
  "smiles": "CCOc1cc(N2CCOCC2)c(OCC)cc1NC(=O)COC(=O)c1cc2ccccc2cc1O",
  "e_above_lowest_ev": 0.596,
  "homo_lumo_gap_ev": 7.3063,
  "elements": ["C", "C", "O", "C", "C", "C", "N", "C", "C", "O", "C", "C", "C", "O", "C", "C", "C", "C", "N", "C", "O", "C", "O", "C", "O", "C", "C", "C", "C", "C", "C", "C", "C", "C", "C", "O", "H", "H", "H", "H", "H", "H", "H", "H", "H", "H", "H", "H", "H", "H", "H", "H", "H", "H", "H", "H", "H", "H", "H", "H", "H", "H", "H", "H", "H", "H"],
  "xyz": [[-2.02041, -1.10282, -4.33371], [-2.31967, 0.15384, -3.52135], [-2.77202, -0.13723, -2.21372], [-1.88357, -0.51962, -1.25148], [-0.50692, -0.60515, -1.39983], [0.32949, -1.01130, -0.36104], [1.68868, -1.21567, -0.56975], [2.66627, -0.59771, 0.30593], [3.95197, -1.42262, 0.27744], [4.46521, -1.51259, -1.03269], [3.51366, -2.09131, -1.89075], [2.20279, -1.29523, -1.91998], [-0.25537, -1.32273, 0.88818], [0.59618, -1.72409, 1.88563], [0.07556, -2.21150, 3.10474], [-0.48948, -3.62414, 2.98820], [-1.62666, -1.22324, 1.03976], [-2.44653, -0.81856, -0.00629], [-3.84707, -0.76073, 0.12869], [-4.63517, -0.12161, 1.02165], [-5.84350, -0.21297, 0.97095], [-3.99751, 0.70596, 2.14357], [-2.69294, 1.20390, 1.89873], [-2.51998, 1.87993, 0.75692], [-3.44360, 2.16039, 0.01430], [-1.11532, 2.22337, 0.49812], [-0.15159, 2.06007, 1.46964], [1.19207, 2.37624, 1.22822], [2.18640, 2.24241, 2.22261], [3.48758, 2.55679, 1.95384], [3.85464, 3.01826, 0.67731], [2.91738, 3.15925, -0.30664], [1.56107, 2.84661, -0.06297], [0.57453, 2.99031, -1.04997], [-0.74912, 2.70645, -0.79297], [-1.64981, 2.87643, -1.77124], [-1.71366, -0.82363, -5.33779], [-1.22872, -1.68772, -3.87157], [-2.91101, -1.72317, -4.39753], [-3.15202, 0.69890, -3.97434], [-1.45225, 0.82216, -3.48880], [-0.06127, -0.32866, -2.33921], [2.27796, -0.54795, 1.31845], [2.89580, 0.41965, -0.04512], [4.72742, -0.94551, 0.87846], [3.74769, -2.42983, 0.66955], [3.96835, -2.11474, -2.88286], [3.29516, -3.11999, -1.56463], [1.49297, -1.82675, -2.55505], [2.39860, -0.29546, -2.34097], [0.93867, -2.21573, 3.77744], [-0.67231, -1.52099, 3.51432], [0.28069, -4.29677, 2.61970], [-1.32794, -3.65323, 2.29729], [-0.82190, -3.96785, 3.96391], [-2.09987, -1.46943, 1.97527], [-4.35443, -1.07363, -0.69224], [-4.69010, 1.53451, 2.33145], [-3.91811, 0.09958, 3.04920], [-0.44247, 1.69713, 2.44337], [1.89408, 1.88741, 3.20023], [4.24452, 2.45512, 2.71698], [4.88867, 3.26070, 0.48149], [3.19831, 3.51536, -1.28718], [0.84394, 3.34852, -2.03194], [-2.54405, 2.67262, -1.41790]]
}

---

Question: Which formula does entry 3 have?
Answer: C5H7NO3

---

Copy entry 5 word for word.
{
  "formula": "H2NO5PS",
  "method": "ωB97M-V/def2-TZVPD",
  "charge": -2,
  "multiplicity": 3,
  "e_above_lowest_ev": 0.643,
  "homo_lumo_gap_ev": [4.6888, 5.0397],
  "s_squared": 2.010,
  "elements": ["N", "O", "O", "O", "O", "O", "P", "S", "H", "H"],
  "xyz": [[4.06795, 0.41166, 0.52197], [-0.29638, 0.85381, -1.68946], [-3.17382, 0.48949, 0.29448], [-0.40808, 1.56357, 0.79778], [-2.26754, -1.74942, 0.93636], [-2.58635, -1.25655, -1.39174], [-0.40412, 0.48069, -0.24038], [-2.39408, -0.70366, -0.07626], [4.33383, -0.56989, 0.05776], [3.12859, 0.48029, 0.78950]]
}